# 1
{"formula": "C21H34BrClF2HgN3O7PS2", "method": "ωB97M-V with the def2-TZVPD basis set", "elements": ["C", "C", "C", "F", "C", "C", "C", "S", "O", "O", "O", "C", "C", "C", "C", "F", "C", "C", "C", "C", "S", "C", "N", "N", "C", "O", "C", "C", "O", "O", "C", "Br", "C", "C", "N", "P", "O", "Cl", "H", "H", "H", "H", "H", "H", "H", "H", "H", "H", "H", "H", "H", "H", "H", "H", "H", "H", "H", "H", "H", "H", "H", "H", "H", "H", "H", "H", "H", "H", "H", "H", "H", "H", "Hg"], "xyz": [[5.509, 1.649, 1.485], [3.912, 1.850, 1.205], [3.202, 0.391, 0.957], [3.201, -0.240, 2.262], [1.838, 0.516, 0.127], [1.681, -0.342, -1.216], [2.949, -1.248, -1.662], [4.170, -0.124, -2.547], [5.560, -0.383, -2.008], [4.215, -0.443, -4.032], [0.568, -1.220, -1.350], [-0.601, -1.014, -0.560], [-1.346, -2.478, -0.639], [-0.583, -3.577, -1.505], [-0.755, -3.477, -3.091], [0.528, -3.858, -3.674], [-1.569, -0.110, -1.449], [-1.045, 1.236, -2.116], [-2.184, 2.398, -1.974], [-3.429, 2.010, -2.932], [-4.764, 3.272, -2.680], [-5.117, 3.174, -0.883], [-5.265, 1.857, -0.322], [-5.655, 2.072, 0.963], [-5.716, 3.502, 1.213], [-5.335, 4.207, 0.043], [-0.368, -0.561, 0.993], [-1.870, -0.094, 1.388], [-2.859, -0.860, 1.512], [-2.229, 1.260, 1.463], [0.232, -1.660, 1.959], [1.638, -2.882, 1.173], [-0.703, -2.602, 2.836], [-0.756, -2.253, 4.432], [0.526, 0.660, 0.938], [0.714, 1.713, 2.398], [-0.048, 3.228, 2.031], [-0.372, 1.092, 4.076], [5.776, 2.127, 2.490], [5.754, 0.531, 1.544], [6.060, 2.176, 0.627], [3.503, 2.359, 2.140], [3.826, 2.506, 0.263], [4.067, -0.141, 0.406], [1.958, 1.602, -0.268], [1.587, 0.389, -2.115], [3.466, -1.778, -0.802], [2.570, -1.999, -2.432], [3.856, 1.226, -2.383], [-2.393, -2.388, -1.122], [-1.557, -2.935, 0.375], [-1.075, -4.585, -1.214], [0.520, -3.729, -1.291], [-1.575, -4.201, -3.445], [-0.982, -2.444, -3.501], [-2.630, 0.065, -1.078], [-1.759, -0.780, -2.380], [-0.087, 1.697, -1.710], [-0.883, 1.138, -3.256], [-1.753, 3.385, -2.379], [-2.477, 2.457, -0.875], [-3.805, 0.946, -2.698], [-3.153, 2.020, -4.046], [-6.050, 3.972, 2.208], [0.862, -1.093, 2.780], [-0.222, -3.655, 2.861], [-1.756, -2.806, 2.461], [0.288, -1.833, 4.735], [-1.593, -1.535, 4.702], [-0.839, -3.247, 5.009], [-0.048, 1.296, 0.320], [0.491, 3.595, 1.280], [2.176, -0.999, 3.985]], "mulliken_charge": [-0.928, -0.325, -0.646, -0.329, 0.947, -0.703, -0.829, 1.056, -0.599, -0.626, -0.239, 0.252, -0.448, -0.637, -0.125, -0.330, -1.589, -0.575, -0.786, -0.549, -0.011, 0.451, 0.028, -0.343, 0.102, -0.215, 1.589, -0.356, -0.541, -0.646, 1.524, 0.128, -0.151, -0.430, -0.432, 0.611, -0.474, -0.139, 0.331, 0.278, 0.294, 0.267, 0.342, 0.553, 0.305, 0.343, 0.345, 0.493, 0.135, 0.342, 0.012, 0.555, 0.073, 0.339, 0.079, 0.699, 0.393, 0.085, 0.506, 0.411, 0.292, 0.311, 0.459, 0.361, -2.198, 0.501, 0.344, -0.218, 0.275, 0.402, 0.499, 0.367, 0.735], "gap_ev": 1.82, "energy_ha": -6035.42445, "total_charge": 2, "multiplicity": 1, "lumo_energy_ev": -11.4627}

# 2
{"formula": "C21H34N2O4", "method": "ωB97M-V with the def2-TZVPD basis set", "elements": ["C", "C", "C", "H", "H", "C", "C", "O", "N", "H", "C", "N", "C", "O", "C", "C", "C", "C", "H", "H", "H", "H", "H", "H", "H", "H", "H", "H", "C", "C", "C", "C", "C", "C", "H", "O", "C", "H", "H", "H", "O", "C", "C", "C", "H", "H", "H", "H", "H", "H", "H", "H", "H", "H", "H", "H", "H", "H", "H", "H", "H"], "xyz": [[6.650, 1.483, 0.389], [6.251, 0.024, 0.572], [4.962, -0.305, -0.179], [5.098, -0.099, -1.243], [4.158, 0.343, 0.180], [4.562, -1.774, -0.007], [3.279, -2.052, -0.769], [3.244, -2.565, -1.861], [2.164, -1.636, -0.109], [2.270, -1.164, 0.775], [0.847, -1.689, -0.679], [-0.007, -2.581, 0.097], [-1.047, -3.238, -0.481], [-1.192, -3.308, -1.681], [-2.023, -3.853, 0.506], [-3.318, -3.030, 0.509], [-3.125, -1.566, 0.910], [-2.735, -1.382, 2.373], [-3.490, -1.816, 3.025], [-2.647, -0.324, 2.608], [-1.782, -1.856, 2.596], [-2.374, -1.105, 0.266], [-4.066, -1.039, 0.736], [-4.036, -3.500, 1.186], [-3.734, -3.060, -0.499], [-1.592, -3.910, 1.505], [-2.255, -4.864, 0.168], [-0.034, -2.412, 1.090], [0.170, -0.338, -0.755], [0.143, 0.523, 0.326], [-0.593, 1.699, 0.270], [-1.325, 2.024, -0.859], [-1.304, 1.142, -1.966], [-0.556, -0.019, -1.899], [-0.542, -0.715, -2.721], [-2.055, 1.521, -3.031], [-2.097, 0.669, -4.151], [-2.772, 1.151, -4.858], [-1.109, 0.560, -4.609], [-2.487, -0.320, -3.891], [-2.077, 3.145, -1.028], [-2.323, 3.994, 0.071], [-3.335, 3.405, 1.058], [-3.612, 4.366, 2.206], [-2.699, 4.577, 2.760], [-4.008, 5.306, 1.830], [-4.338, 3.937, 2.892], [-2.956, 2.458, 1.446], [-4.259, 3.193, 0.516], [-2.732, 4.904, -0.376], [-1.389, 4.257, 0.585], [-0.587, 2.352, 1.128], [0.682, 0.295, 1.235], [0.944, -2.134, -1.677], [5.344, -2.414, -0.414], [4.432, -2.006, 1.052], [7.053, -0.620, 0.208], [6.114, -0.185, 1.636], [6.811, 1.705, -0.663], [7.568, 1.699, 0.931], [5.869, 2.144, 0.761]], "nbo_charge": [-0.600, -0.389, -0.383, 0.211, 0.192, -0.488, 0.696, -0.608, -0.626, 0.387, 0.052, -0.616, 0.691, -0.627, -0.494, -0.383, -0.406, -0.604, 0.204, 0.211, 0.183, 0.207, 0.207, 0.200, 0.220, 0.198, 0.238, 0.387, 0.041, -0.259, -0.292, 0.248, 0.342, -0.333, 0.240, -0.492, -0.255, 0.200, 0.178, 0.183, -0.483, -0.057, -0.426, -0.606, 0.201, 0.204, 0.216, 0.203, 0.209, 0.194, 0.165, 0.217, 0.194, 0.269, 0.232, 0.204, 0.198, 0.191, 0.204, 0.210, 0.200], "e_above_lowest_kcal_mol": 35.2, "smiles": "CCCCC(=O)NC(NC(=O)CCCC)c1ccc(OCCC)c(OC)c1", "gap_ev": 8.56, "energy_ha": -1231.09817, "total_charge": 0, "multiplicity": 1, "lumo_energy_ev": 0.4980}

# 3
{"formula": "C21H34N2O6S2", "method": "ωB97M-V with the def2-TZVPD basis set", "elements": ["C", "C", "C", "C", "C", "C", "C", "H", "H", "S", "O", "O", "C", "H", "H", "C", "N", "C", "H", "C", "H", "O", "C", "H", "C", "H", "H", "H", "H", "H", "C", "H", "H", "H", "H", "S", "O", "O", "C", "H", "H", "C", "N", "C", "H", "C", "H", "O", "C", "H", "C", "H", "H", "H", "H", "H", "C", "H", "H", "H", "H", "H", "H", "H", "H"], "xyz": [[-5.537, -3.134, 0.371], [-4.099, -2.726, 0.317], [-3.733, -1.442, -0.069], [-2.402, -1.063, -0.107], [-1.410, -1.959, 0.240], [-1.763, -3.242, 0.628], [-3.092, -3.623, 0.665], [-3.354, -4.627, 0.966], [-0.973, -3.919, 0.912], [0.355, -1.543, 0.268], [0.454, -0.201, 0.781], [0.963, -2.585, 1.054], [0.888, -1.712, -1.466], [0.070, -1.376, -2.094], [1.084, -2.772, -1.598], [2.125, -0.840, -1.643], [2.952, -0.996, -0.465], [3.784, 0.140, -0.122], [4.676, 0.205, -0.771], [4.234, -0.037, 1.328], [3.340, -0.057, 1.967], [4.968, -1.229, 1.491], [4.194, -2.341, 1.101], [3.303, -2.428, 1.737], [3.726, -2.216, -0.351], [4.608, -2.204, -1.016], [3.103, -3.077, -0.589], [4.832, -3.217, 1.230], [4.894, 0.776, 1.635], [3.210, 1.061, -0.216], [2.814, -1.114, -2.986], [3.109, -2.157, -3.068], [2.134, -0.877, -3.800], [3.698, -0.489, -3.082], [1.776, 0.197, -1.634], [-2.062, 0.616, -0.682], [-0.916, 0.558, -1.553], [-3.282, 1.083, -1.296], [-1.797, 1.625, 0.803], [-0.824, 1.357, 1.193], [-2.579, 1.282, 1.475], [-1.951, 3.130, 0.492], [-0.744, 3.889, 0.320], [0.271, 3.884, 1.356], [0.654, 4.911, 1.435], [1.461, 2.957, 1.058], [1.169, 1.900, 1.119], [2.004, 3.217, -0.222], [1.013, 3.049, -1.218], [0.639, 2.018, -1.209], [-0.154, 4.015, -0.997], [0.222, 5.044, -1.087], [-0.917, 3.848, -1.758], [1.505, 3.254, -2.171], [2.268, 3.144, 1.769], [-0.175, 3.608, 2.311], [-2.818, 3.787, 1.577], [-3.823, 3.376, 1.551], [-2.399, 3.627, 2.567], [-2.871, 4.856, 1.392], [-2.502, 3.199, -0.453], [-4.470, -0.714, -0.369], [-6.166, -2.406, -0.133], [-5.677, -4.107, -0.095], [-5.862, -3.214, 1.407]], "nbo_charge": [-0.632, 0.010, -0.213, -0.216, -0.340, -0.168, -0.194, 0.220, 0.252, 2.202, -0.973, -0.959, -0.639, 0.270, 0.237, -0.032, -0.475, -0.256, 0.165, -0.071, 0.172, -0.527, -0.077, 0.189, -0.253, 0.170, 0.205, 0.187, 0.190, 0.231, -0.633, 0.205, 0.218, 0.220, 0.227, 2.165, -0.969, -0.958, -0.671, 0.282, 0.238, -0.047, -0.461, -0.249, 0.196, -0.103, 0.187, -0.540, -0.100, 0.191, -0.238, 0.190, 0.208, 0.188, 0.191, 0.202, -0.604, 0.210, 0.199, 0.225, 0.230, 0.248, 0.223, 0.225, 0.229], "smiles": "Cc1ccc(S(=O)(=O)C[C@H](C)N2CCOCC2)c(S(=O)(=O)C[C@@H](C)N2CCOCC2)c1", "gap_ev": 8.05, "energy_ha": -2177.85712, "total_charge": 0, "multiplicity": 1, "lumo_energy_ev": 0.0952}